A structure of composition C4H6O2 at a distorted geometry, computed with ωB97M-V with the def2-TZVPD basis set.

The geometry in XYZ format:
```
12
Properties=species:S:1:pos:R:3
C 1.49 -0.36 -0.26
C 0.20 0.42 -0.12
C -0.89 0.26 -1.00
O -2.01 0.77 -0.71
C -1.07 -0.08 1.40
O -0.72 -0.67 2.33
H 1.73 -0.79 0.71
H 1.38 -1.19 -0.96
H 2.36 0.23 -0.57
H 0.29 1.37 0.40
H -0.84 -0.47 -1.82
H -1.93 0.50 0.62
```

Properties
Highest occupied orbital energy = -8.83 eV
Gap between HOMO and LUMO = 9.540 eV
DFT total energy = -306.40160 Ha
Energy relative to the best compared isomer or geometry (same formula, charge and spin) = 65.7 kcal/mol
Net charge = 0